C12H11NS | ωB97M-V/def2-TZVPD

E_LUMO, Eh: 0.01801
Frontier orbital gap, eV: 8.41

Each line ends with the Mulliken charge.
Atoms and positions in Å:
H -3.973 -2.058 0.392  0.29
H -0.675 -0.784 -2.231  0.32
H -3.980 0.334 1.515  0.27
C 2.439 -0.597 1.328  -0.35
C -3.206 -1.253 0.153  -0.36
H -0.987 3.367 0.605  0.18
H -1.994 1.964 0.962  0.06
C -2.239 1.033 0.334  -0.30
C -1.414 -0.540 -1.399  -0.25
C 3.265 -1.138 0.423  -0.33
H 2.008 0.753 -2.198  0.26
H 2.214 -1.020 2.340  0.28
C 1.535 0.589 1.139  -0.08
C -1.275 0.511 -0.587  0.57
H -2.093 -2.539 -1.002  0.33
C 3.204 -0.690 -0.951  -0.56
C 2.168 0.175 -1.225  -0.19
N 0.257 2.737 0.561  -0.65
S 0.035 1.759 -1.090  -0.04
H 4.057 -1.822 0.806  0.32
H 0.922 1.095 2.046  0.33
C 1.309 0.772 -0.255  0.30
C -2.306 -1.510 -0.753  -0.44
C -3.135 0.001 0.805  -0.32
H 3.864 -1.140 -1.719  0.36